Here is a structure of composition C39H44BiN8O2SSe2Te2 in a non-equilibrium geometry from the OMol25 dataset. Energies are from ωB97M-V/def2-TZVPD.

Atoms and positions in Å:
Bi  -21.0744  5.3140  5.2942
C  -20.2627  10.5124  8.9313
C  -20.8547  9.2144  8.6201
C  -22.0410  9.0334  7.8141
C  -22.5607  7.7798  7.6386
C  -21.9350  6.6065  8.1503
C  -20.7895  6.8488  8.8339
N  -20.2632  8.1322  9.0706
C  -20.0186  5.7480  9.4834
C  -19.2834  5.9750  10.6655
C  -18.7310  4.8692  11.3429
C  -18.8453  3.6080  10.7646
C  -19.5576  3.5047  9.6024
N  -20.1713  4.5354  8.9755
C  -19.7195  2.1655  8.9759
C  -18.6246  1.3215  9.0714
C  -18.7502  0.0962  8.4973
C  -19.8776  -0.2340  7.8015
C  -21.0382  0.6799  7.8142
C  -22.4296  0.1804  7.5284
N  -20.9089  1.8887  8.4061
H  -19.7021  10.5681  9.8534
H  -19.5062  10.7248  8.0816
H  -21.0265  11.2717  8.8917
H  -22.4510  9.9259  7.3748
H  -23.5454  7.6378  7.1334
H  -22.2900  5.5999  7.9919
H  -19.1562  6.9482  11.1241
H  -18.1968  4.9342  12.2514
H  -18.3114  2.7361  11.2397
H  -17.7007  1.7207  9.5308
H  -17.9755  -0.6492  8.6365
H  -20.0214  -1.0793  7.1500
H  -23.0917  0.6061  8.3423
H  -22.7614  0.7819  6.5703
H  -22.4557  -0.8586  7.4983
Se  -22.6667  6.8092  3.6854
Te  -24.4415  5.0822  3.0770
Te  -25.2793  4.6938  5.5589
Se  -22.9773  3.7283  6.1331
N  -17.5603  2.5871  1.5668
C  -18.4109  1.9310  2.5752
C  -18.1164  2.6494  3.8362
C  -19.0494  2.3243  5.0515
N  -19.2722  3.5302  5.7894
C  -20.3709  1.7333  4.5903
C  -20.8205  2.3772  3.3284
N  -20.9439  3.8986  3.3756
C  -19.8958  1.9625  2.1761
H  -16.5909  2.6924  1.8536
H  -17.9884  3.6108  1.4712
H  -17.6151  1.9620  0.7237
H  -18.0572  0.8745  2.6845
H  -18.2075  3.6990  3.6040
H  -17.0961  2.6488  4.2336
H  -18.6733  1.5645  5.6894
H  -18.5203  4.2186  5.8434
H  -19.5850  3.2845  6.7063
H  -21.1347  1.9046  5.3274
H  -20.3381  0.6467  4.4987
H  -21.8679  2.0224  3.1822
H  -21.7856  4.0944  2.9023
H  -20.2261  4.3821  2.7185
H  -20.0482  2.6543  1.3387
H  -20.1404  0.8998  1.8545
C  -12.7540  4.2514  1.3183
C  -14.0796  4.9639  1.5113
C  -14.7170  5.0418  2.7568
C  -16.0405  5.4565  2.9169
C  -16.6899  5.9658  1.8042
C  -16.1472  5.9887  0.5753
C  -14.7951  5.5660  0.4271
S  -18.4477  6.2651  1.9488
O  -18.6085  7.4567  1.1443
O  -19.0081  4.9309  1.3993
N  -18.8226  6.3931  3.4139
C  -18.3942  7.4801  4.2115
C  -18.6320  8.7729  3.8286
C  -18.1133  9.8542  4.5585
C  -17.4748  9.6120  5.7374
C  -17.4064  8.3313  6.2900
C  -16.8578  8.0609  7.5729
C  -16.7140  6.7625  8.0030
C  -17.2406  5.7405  7.1980
N  -17.7509  5.9759  6.0135
C  -17.7780  7.2416  5.4970
H  -11.9043  4.8943  1.1416
H  -12.7431  3.6450  0.3769
H  -12.5025  3.5927  2.1212
H  -14.1891  4.6704  3.6252
H  -16.4881  5.4483  3.9446
H  -16.7510  6.2855  -0.2148
H  -14.3191  5.5497  -0.5319
H  -19.1434  8.9708  2.8912
H  -18.2766  10.8528  4.2742
H  -17.1411  10.4149  6.4260
H  -16.6248  8.8691  8.2361
H  -16.2820  6.5140  8.9831
H  -17.0899  4.7375  7.5685

net charge: +1
DFT total energy: -219123.027 eV
maximum force: 4.645 eV/Å
Kohn-Sham gap: 0.2613 Ha
lowest unoccupied orbital energy: -2.6 eV

***

Here is a structure of composition C39H44Cl2N3OP3Zr in a non-equilibrium geometry from the OMol25 dataset. Energies are from ωB97M-V/def2-TZVPD.

Atoms and positions in Å:
P  1.5083  0.9427  -3.8209
C  3.1878  1.1279  -4.5280
C  3.6403  0.4697  -5.6815
H  2.9920  -0.2344  -6.2026
C  4.9247  0.7203  -6.1757
H  5.2545  0.2256  -7.0912
C  5.7788  1.5999  -5.5042
H  6.7806  1.7955  -5.8926
C  5.3478  2.2301  -4.3287
H  6.0139  2.9133  -3.7984
C  4.0673  1.9868  -3.8359
H  3.7303  2.4640  -2.9139
C  0.8399  -0.4519  -4.8035
C  1.1523  -1.7514  -4.3531
H  1.7397  -1.8735  -3.4406
C  0.7308  -2.8669  -5.0744
H  0.9957  -3.8689  -4.7316
C  -0.0278  -2.7027  -6.2406
H  -0.3524  -3.5771  -6.8084
C  -0.3677  -1.4184  -6.6749
H  -0.9589  -1.2830  -7.5824
C  0.0521  -0.2965  -5.9531
H  -0.2300  0.6994  -6.2935
C  0.6321  2.3789  -4.5474
C  1.1601  3.1857  -5.5668
H  2.1645  3.0017  -5.9475
C  0.3988  4.2280  -6.1050
H  0.8124  4.8334  -6.9137
C  -0.8832  4.4896  -5.6129
H  -1.4792  5.2998  -6.0380
C  -1.4024  3.7116  -4.5696
H  -2.4031  3.9146  -4.1829
C  -0.6432  2.6774  -4.0238
H  -1.0321  2.0926  -3.1863
Zr  0.3491  -0.4843  2.3768
C  -1.7315  -1.4606  1.8114
C  -2.0785  -1.6524  0.5271
H  -2.3486  -1.8862  2.6165
C  -1.1793  -1.1166  -0.5766
O  -1.9862  -0.2324  -1.3835
H  -1.4331  0.2184  -2.0459
C  -0.0439  -0.4071  0.0686
H  -0.7912  -1.9629  -1.1802
C  0.9194  0.3798  0.2722
Cl  -0.1910  -1.9417  4.3353
Cl  2.8017  -0.0511  2.4761
P  1.6797  -2.8797  2.0713
C  2.6449  -3.4293  3.5319
H  1.9607  -3.6688  4.3553
H  3.3113  -2.6198  3.8556
H  3.2354  -4.3123  3.2553
C  0.6952  -4.3630  1.7058
H  0.1829  -4.2171  0.7448
H  -0.0599  -4.5003  2.4906
H  1.3693  -5.2303  1.6545
C  2.9575  -2.9665  0.7757
H  3.7001  -2.1731  0.9350
H  2.4780  -2.8120  -0.2001
H  3.4275  -3.9592  0.8231
P  -3.6549  -2.4486  0.0639
C  -4.2407  -3.3807  1.4647
C  -3.3346  -3.5184  -1.3366
H  -4.3800  -2.7219  2.3279
H  -3.5348  -4.1789  1.7229
H  -5.2064  -3.8402  1.2231
H  -2.9024  -2.9421  -2.1633
H  -4.2752  -3.9701  -1.6764
H  -2.6473  -4.3239  -1.0495
C  -4.7648  -1.1171  -0.3659
H  -4.9297  -0.4914  0.5184
H  -5.7223  -1.5170  -0.7160
H  -4.2973  -0.5141  -1.1515
H  1.6588  1.0278  -0.1880
N  -2.8261  3.5350  11.9502
C  -2.5553  3.5350  10.8112
C  -2.1893  3.5292  9.4144
C  -2.9921  2.8661  8.4695
C  -2.5432  2.6936  7.1513
C  -1.2496  3.1101  6.8269
C  -0.5369  3.9495  7.7018
C  -1.0131  4.1649  8.9939
N  -0.5515  2.4762  5.7717
C  0.7925  2.1028  5.8718
C  1.0361  1.2629  4.8397
N  -0.1056  1.1488  4.0400
C  -1.0709  1.8426  4.6691
H  -3.9549  2.4629  8.7839
H  -3.1549  2.1889  6.3938
H  0.3938  4.4083  7.3697
H  -0.4481  4.7767  9.6959
H  1.4064  2.3543  6.7173
H  1.9278  0.7160  4.5775
H  -2.1275  1.8773  4.4037

net charge: +2
DFT total energy: -101853.387 eV
energy relative to the best compared isomer or geometry (same formula, charge and spin): 125.3 kJ/mol
maximum force: 5.406 eV/Å
Kohn-Sham gap: 0.1597 Ha
lowest unoccupied orbital energy: -7.7 eV

***

- Which value of maximum force does entry 2 give?
  5.406 eV/Å